Record 1
DFT (wB97M-V/def2-TZVPD) results for a structure of composition C45H36ClF6N3O8PS3Sr at a distorted geometry.

Element x y z (Å)
Sr -0.001 1.680 1.212
F 1.086 2.050 6.105
C -0.167 1.965 5.674
F -0.771 0.956 6.294
F -0.805 3.090 5.970
S -0.202 1.628 3.853
O -1.509 2.003 3.371
O 0.185 0.253 3.748
N 0.965 2.578 3.249
S 0.696 3.977 2.483
O 1.932 4.496 2.004
O -0.424 3.918 1.563
C 0.174 5.198 3.779
F -1.104 5.048 4.099
F 0.920 5.051 4.872
F 0.354 6.424 3.297
Cl -3.332 2.710 -0.187
C -4.857 2.057 0.349
C -5.923 2.927 0.504
C -7.138 2.424 0.944
C -7.264 1.069 1.217
C -6.181 0.218 1.056
C -4.946 0.691 0.616
P -3.377 -0.268 0.510
C -3.294 -0.471 -1.319
C -2.048 -0.647 -1.912
C -1.936 -0.851 -3.280
C -3.068 -0.856 -4.078
C -4.316 -0.651 -3.503
C -4.427 -0.467 -2.134
C -3.962 -1.924 1.032
C -4.294 -2.961 0.169
C -4.696 -4.193 0.671
C -4.778 -4.399 2.040
C -4.449 -3.367 2.910
C -4.038 -2.144 2.406
H -5.793 3.977 0.282
H -7.978 3.094 1.078
H -8.211 0.668 1.557
H -6.294 -0.838 1.273
H -1.155 -0.580 -1.306
H -0.956 -0.982 -3.723
H -2.978 -1.000 -5.148
H -5.205 -0.640 -4.121
H -5.408 -0.319 -1.697
H -4.221 -2.820 -0.901
H -4.943 -4.994 -0.014
H -5.085 -5.362 2.429
H -4.499 -3.521 3.981
H -3.751 -1.349 3.087
C -0.259 2.692 -3.788
C 1.073 2.976 -4.069
C 1.994 2.908 -3.040
C 1.586 2.536 -1.751
C 0.261 2.162 -1.430
C -0.630 2.296 -2.510
C 2.614 2.584 -0.675
C 3.677 3.541 -0.729
C 4.586 3.609 0.272
C 4.515 2.699 1.356
C 5.423 2.706 2.438
C 5.286 1.805 3.456
C 4.254 0.842 3.410
C 3.370 0.814 2.370
C 3.456 1.776 1.333
N 2.509 1.753 0.345
H -1.007 2.775 -4.570
H 1.386 3.247 -5.071
H 3.037 3.121 -3.253
H -1.680 2.057 -2.364
H 3.713 4.237 -1.554
H 5.382 4.347 0.251
H 6.228 3.432 2.440
H 5.977 1.814 4.290
H 4.151 0.128 4.217
H 2.589 0.066 2.309
C 6.569 -1.499 -2.838
C 5.359 -2.387 -2.813
C 5.452 -3.689 -2.334
C 4.344 -4.517 -2.301
C 3.125 -4.041 -2.763
C 3.004 -2.741 -3.235
C 4.121 -1.922 -3.254
S 1.722 -5.100 -2.690
O 2.233 -6.444 -2.667
O 0.813 -4.652 -3.706
N 0.965 -4.917 -1.265
C 0.267 -3.689 -0.843
C 1.030 -2.745 0.084
C 0.028 -1.706 0.622
O -1.106 -2.130 0.875
O 0.411 -0.511 0.810
H 7.487 -2.086 -2.850
H 6.591 -0.861 -1.954
H 6.562 -0.846 -3.710
H 6.409 -4.060 -1.987
H 4.419 -5.538 -1.953
H 2.050 -2.383 -3.596
H 4.024 -0.906 -3.616
H 1.506 -5.357 -0.529
H -0.631 -4.010 -0.323
H -0.056 -3.176 -1.750
H 1.870 -2.248 -0.402
H 1.413 -3.306 0.943

The calculation puts the HOMO energy at -4.91 eV. The net charge is -1. As for the HOMO-LUMO gap: 7.1884 eV. As for the energy above the lowest of the compared OMol25 structures with the same formula, charge and spin: 2.6393 eV.

=====

Record 2
DFT (wB97M-V/def2-TZVPD) results for a structure of composition C45H37As2F6IrN3O6S2 at a distorted geometry.

Element x y z (Å)
Ir -0.832 -0.325 -0.703
C -1.227 -0.144 -4.803
O -1.304 0.551 -3.535
C -2.337 1.368 -3.376
C -3.004 1.916 -4.471
C -4.088 2.747 -4.300
C -4.568 3.042 -3.016
C -3.941 2.514 -1.929
C -2.815 1.653 -2.062
N -2.250 1.139 -0.886
N -3.097 1.214 0.111
C -2.821 1.023 1.373
C -1.431 0.884 1.824
O -0.513 0.854 0.975
C -1.160 0.797 3.216
C -2.186 0.748 4.091
C -3.581 0.764 3.686
C -4.594 0.580 4.615
C -5.920 0.521 4.205
C -6.243 0.686 2.863
C -5.245 0.896 1.926
C -3.907 0.918 2.324
H -2.191 -0.591 -5.037
H -0.484 -0.922 -4.677
H -0.906 0.526 -5.595
H -2.661 1.702 -5.470
H -4.569 3.175 -5.171
H -5.428 3.685 -2.888
H -4.296 2.735 -0.937
H -0.126 0.742 3.533
H -1.968 0.662 5.150
H -4.339 0.463 5.661
H -6.701 0.336 4.930
H -7.277 0.639 2.547
H -5.489 1.013 0.879
F -2.047 -4.366 2.457
C -2.900 -3.488 1.983
F -3.954 -4.084 1.462
F -3.271 -2.643 2.936
S -2.043 -2.461 0.720
O -0.980 -1.823 1.468
O -2.976 -1.510 0.109
N -1.489 -3.544 -0.299
S -0.664 -2.893 -1.453
O -1.407 -1.882 -2.257
O 0.631 -2.345 -1.034
C -0.323 -4.323 -2.566
F -1.452 -4.906 -2.891
F 0.488 -5.150 -1.948
F 0.267 -3.809 -3.638
C 3.000 -0.274 -0.855
C 3.345 0.011 0.582
As 2.029 -0.666 1.859
C 2.693 0.293 3.407
C 3.527 -0.274 4.365
C 4.030 0.511 5.396
C 3.687 1.853 5.485
C 2.854 2.421 4.531
C 2.354 1.642 3.496
C 2.548 -2.500 2.172
C 3.193 -3.262 1.203
C 3.418 -4.618 1.411
C 2.990 -5.221 2.583
C 2.350 -4.466 3.557
C 2.111 -3.116 3.344
As 1.342 0.497 -1.571
C 1.604 2.374 -1.285
C 2.816 2.947 -1.667
C 3.010 4.308 -1.502
C 2.006 5.097 -0.955
C 0.804 4.526 -0.566
C 0.598 3.163 -0.736
C 1.780 0.222 -3.416
C 1.722 1.282 -4.313
C 2.133 1.087 -5.624
C 2.565 -0.166 -6.041
C 2.581 -1.233 -5.150
C 2.185 -1.043 -3.835
H 2.935 -1.343 -1.053
H 3.760 0.143 -1.515
H 3.413 1.082 0.769
H 4.308 -0.438 0.833
H 3.805 -1.318 4.301
H 4.696 0.072 6.129
H 4.067 2.456 6.300
H 2.592 3.471 4.594
H 1.692 2.080 2.754
H 3.531 -2.807 0.279
H 3.922 -5.205 0.653
H 3.145 -6.282 2.735
H 2.025 -4.934 4.477
H 1.575 -2.538 4.088
H 3.599 2.341 -2.104
H 3.947 4.755 -1.809
H 2.162 6.161 -0.836
H 0.024 5.141 -0.134
H -0.336 2.714 -0.440
H 1.372 2.254 -3.989
H 2.121 1.917 -6.319
H 2.890 -0.313 -7.063
H 2.908 -2.212 -5.478
H 2.186 -1.879 -3.147

The calculation puts the HOMO energy (alpha / beta) at -12.17 / -12.17 eV. The net charge is +2. Its expectation value of S² is 0.827. The spin multiplicity is 2. As for the HOMO-LUMO gap (alpha / beta): 5.0446 / 3.7776 eV. As for the energy above the lowest of the compared OMol25 structures with the same formula, charge and spin: 1.7973 eV.

=====

Record 3
DFT (wB97M-V/def2-TZVPD) results for a structure of composition C45H37BrN2O3PdS3SbSe.

Element x y z (Å)
Pd 1.019 -0.793 0.362
O -0.165 -2.303 -0.222
C 0.336 -2.898 -1.427
C 0.140 -1.917 -2.563
C -0.783 -1.926 -3.551
C -0.799 -0.709 -4.318
C 0.092 0.206 -3.870
S 1.026 -0.427 -2.562
C -0.460 -4.165 -1.674
C -0.204 -5.166 -2.556
C -1.202 -6.185 -2.530
C -2.181 -5.928 -1.623
S -1.908 -4.456 -0.803
C 1.802 -3.225 -1.256
C 2.811 -3.183 -2.169
C 4.043 -3.691 -1.656
C 3.931 -4.118 -0.371
S 2.338 -3.931 0.217
H -1.437 -2.770 -3.730
H -1.453 -0.535 -5.162
H 0.306 1.190 -4.259
H 0.668 -5.184 -3.198
H -1.178 -7.069 -3.152
H -3.045 -6.529 -1.387
H 2.684 -2.818 -3.180
H 4.963 -3.733 -2.222
H 4.698 -4.527 0.267
C -3.646 2.802 -1.917
C -2.219 3.291 -1.949
C -1.961 4.446 -2.692
C -0.697 5.000 -2.794
C 0.378 4.405 -2.147
C 0.160 3.259 -1.405
C -1.127 2.709 -1.294
Sb -1.077 1.066 0.024
C -2.799 -0.113 -0.196
C -3.106 -0.402 -1.524
C -4.143 -1.270 -1.825
C -4.850 -1.865 -0.791
C -4.522 -1.593 0.532
C -3.489 -0.720 0.859
C -3.150 -0.456 2.304
C -0.911 2.032 1.910
C 0.223 1.773 2.675
C 0.452 2.465 3.856
C -0.465 3.417 4.274
C -1.598 3.670 3.512
C -1.841 2.997 2.317
C -3.087 3.324 1.535
H -4.321 3.648 -1.788
H -3.848 2.085 -1.126
H -3.905 2.320 -2.863
H -2.793 4.923 -3.198
H -0.551 5.901 -3.376
H 1.371 4.829 -2.215
H 1.000 2.789 -0.904
H -2.551 0.068 -2.329
H -4.392 -1.484 -2.856
H -5.658 -2.551 -1.012
H -5.075 -2.073 1.331
H -3.824 -0.995 2.968
H -3.203 0.605 2.550
H -2.129 -0.781 2.528
H 0.959 1.046 2.352
H 1.342 2.260 4.438
H -0.302 3.962 5.195
H -2.317 4.410 3.847
H -3.879 3.665 2.201
H -3.469 2.460 0.987
H -2.896 4.117 0.808
Br 7.663 -0.337 -2.605
C 6.461 0.751 -1.650
C 6.730 2.102 -1.474
N 5.914 2.925 -0.815
C 4.791 2.411 -0.319
C 4.454 1.071 -0.445
C 5.309 0.213 -1.121
C 3.187 0.546 0.099
O 2.123 1.223 0.047
O 3.145 -0.637 0.573
H 7.638 2.533 -1.879
H 4.132 3.092 0.209
H 5.069 -0.838 -1.224
Se 0.440 -2.222 2.504
C 0.793 -1.361 4.161
C 2.098 -1.321 4.632
C 2.325 -0.696 5.849
N 1.364 -0.136 6.588
C 0.120 -0.204 6.115
C -0.225 -0.800 4.909
H 2.921 -1.755 4.077
H 3.331 -0.643 6.249
H -0.650 0.251 6.727
H -1.258 -0.817 4.586

The calculation puts the HOMO energy (alpha / beta) at -10.86 / -10.87 eV. The net charge is +1. Its expectation value of S² is 6.022. The spin multiplicity is 5. As for the HOMO-LUMO gap (alpha / beta): 8.9319 / 5.0810 eV. As for the energy above the lowest of the compared OMol25 structures with the same formula, charge and spin: 0.0000 eV.

=====

Record 4
DFT (wB97M-V/def2-TZVPD) results for a structure of composition C45H37FN12O7S2Sn at a distorted geometry.

Element x y z (Å)
Sn 1.425 2.101 0.004
O 0.370 5.226 3.054
C 0.849 4.289 2.442
N 1.495 4.232 1.257
C 1.954 5.350 0.625
O 1.907 6.523 0.952
C 2.738 5.011 -0.633
C 2.996 5.969 -1.598
C 3.839 5.634 -2.643
C 4.424 4.372 -2.675
C 4.084 3.465 -1.687
N 3.249 3.784 -0.693
C 0.773 2.897 3.053
C 0.305 2.742 4.351
C 0.292 1.474 4.900
C 0.741 0.402 4.138
C 1.171 0.641 2.845
N 1.193 1.867 2.314
H 2.528 6.940 -1.515
H 4.046 6.351 -3.428
H 5.101 4.085 -3.468
H 4.468 2.450 -1.672
H -0.031 3.621 4.882
H -0.058 1.318 5.912
H 0.747 -0.606 4.531
H 1.516 -0.167 2.209
C 3.627 -2.226 -1.692
C 2.958 -1.164 -0.839
N 2.123 -0.306 -1.302
N 1.649 -0.467 -2.590
C 1.630 0.627 -3.276
S 2.369 2.134 -2.971
S 0.728 0.545 -4.841
C -0.417 -0.838 -4.603
C -0.022 -2.182 -5.178
C -1.019 -3.105 -5.498
C -0.703 -4.369 -5.983
C 0.626 -4.732 -6.156
C 1.626 -3.820 -5.840
C 1.305 -2.557 -5.358
C 3.257 -1.124 0.612
C 3.309 -2.312 1.342
C 3.648 -2.346 2.691
C 3.997 -1.136 3.310
C 3.954 0.047 2.594
C 3.532 0.096 1.238
O 3.420 1.210 0.585
H 4.020 -1.768 -2.601
H 2.901 -2.980 -2.012
H 4.439 -2.709 -1.149
H -1.368 -0.522 -5.035
H -0.532 -0.926 -3.522
H -2.059 -2.826 -5.357
H -1.495 -5.069 -6.227
H 0.879 -5.717 -6.533
H 2.667 -4.095 -5.965
H 2.081 -1.845 -5.105
H 3.066 -3.239 0.833
H 3.660 -3.282 3.237
H 4.293 -1.123 4.354
H 4.195 0.997 3.060
C -0.653 -2.058 0.678
C -1.326 -0.837 1.195
N -0.915 0.401 1.068
C -1.892 1.198 1.641
C -2.892 0.432 2.140
N -2.525 -0.871 1.846
C -3.306 -2.044 2.089
N -3.692 -2.142 3.480
N -4.981 -2.034 3.860
N -5.048 -2.089 5.141
C -3.761 -2.223 5.633
C -3.287 -2.320 6.945
C -1.927 -2.438 7.116
C -1.043 -2.466 6.012
C -1.496 -2.374 4.718
C -2.882 -2.251 4.562
H 0.258 -1.750 0.176
H -1.290 -2.566 -0.049
H -0.392 -2.759 1.479
H -1.797 2.275 1.645
H -3.824 0.667 2.630
H -2.709 -2.911 1.826
H -4.218 -2.046 1.500
H -3.970 -2.295 7.784
H -1.519 -2.507 8.116
H 0.022 -2.553 6.191
H -0.817 -2.373 3.872
F -5.484 1.898 -4.959
C -4.869 1.159 -4.014
C -3.645 1.482 -3.588
N -2.937 0.732 -2.684
C -1.685 1.315 -2.162
C -1.922 2.649 -1.392
O -2.994 3.235 -1.611
O -0.938 3.029 -0.702
C -3.506 -0.377 -2.110
O -2.951 -1.113 -1.312
N -4.798 -0.644 -2.538
C -5.572 0.024 -3.486
O -6.686 -0.370 -3.782
H -3.135 2.346 -3.982
H -1.055 1.562 -3.019
H -1.171 0.599 -1.532
H -5.236 -1.440 -2.103

The calculation puts the HOMO energy at -1.71 eV. The net charge is -2. As for the HOMO-LUMO gap: 5.1876 eV. As for the energy above the lowest of the compared OMol25 structures with the same formula, charge and spin: 0.7674 eV.

=====

Record 5
DFT (wB97M-V/def2-TZVPD) results for a structure of composition C45H38F2GeN6O2W at a distorted geometry.

Element x y z (Å)
W -0.011 -0.695 -0.541
O 1.839 2.142 -2.715
C 1.081 2.019 -1.790
N 0.113 0.988 -1.794
C -0.395 0.848 -3.121
C -0.860 1.894 -3.903
C -1.379 1.609 -5.152
C -1.443 0.291 -5.599
C -1.013 -0.754 -4.801
C -0.489 -0.458 -3.545
N -0.232 -1.339 -2.479
C -0.276 -2.704 -2.728
O 0.042 -3.265 -3.742
C -0.922 -3.416 -1.591
C -1.344 -4.723 -1.706
C -2.129 -5.255 -0.696
C -2.482 -4.437 0.367
C -1.992 -3.145 0.420
N -1.187 -2.649 -0.527
C 1.132 3.100 -0.739
C 1.981 4.165 -0.978
C 2.000 5.233 -0.095
C 1.162 5.208 1.006
C 0.348 4.109 1.194
N 0.339 3.074 0.342
H -0.813 2.917 -3.549
H -1.742 2.411 -5.780
H -1.849 0.075 -6.578
H -1.077 -1.772 -5.152
H -1.074 -5.270 -2.600
H -2.489 -6.274 -0.752
H -3.141 -4.783 1.150
H -2.260 -2.489 1.231
H 2.599 4.140 -1.863
H 2.653 6.077 -0.273
H 1.132 6.020 1.717
H -0.309 4.033 2.047
F 2.989 -4.731 -2.752
C 2.507 -4.200 -1.641
C 2.396 -2.832 -1.535
C 1.894 -2.275 -0.354
C 1.492 -3.096 0.707
C 1.603 -4.472 0.533
F 1.172 -5.291 1.499
C 2.107 -5.045 -0.615
C 0.854 -2.521 1.902
C 1.063 -3.019 3.176
C 0.290 -2.547 4.225
C -0.711 -1.631 3.950
C -0.838 -1.160 2.658
N -0.038 -1.539 1.657
H 2.700 -2.195 -2.356
H 2.176 -6.120 -0.716
H 1.808 -3.785 3.333
H 0.442 -2.920 5.229
H -1.386 -1.273 4.714
H -1.636 -0.484 2.412
Ge -0.927 1.529 0.655
C -2.502 2.261 -0.199
C -3.108 1.656 -1.299
C -4.197 2.254 -1.918
C -4.691 3.460 -1.445
C -4.096 4.073 -0.349
C -3.007 3.477 0.269
C -1.047 1.775 2.585
C 0.097 1.793 3.386
C -0.011 1.925 4.762
C -1.265 2.025 5.353
C -2.409 2.005 4.567
C -2.302 1.882 3.185
H -1.705 -0.380 -0.168
H -2.734 0.716 -1.685
H -4.658 1.776 -2.772
H -5.540 3.923 -1.928
H -4.482 5.012 0.025
H -2.560 3.965 1.129
H 1.080 1.711 2.937
H 0.881 1.950 5.375
H -1.349 2.130 6.427
H -3.386 2.095 5.025
H -3.199 1.875 2.577
C 3.835 0.412 -1.183
C 3.256 -0.222 0.098
C 4.231 -1.266 0.644
C 3.047 0.822 1.191
N 1.916 -0.843 -0.180
H 4.876 0.118 -1.316
H 3.805 1.500 -1.144
H 3.283 0.105 -2.069
H 5.148 -0.762 0.948
H 4.503 -2.006 -0.109
H 3.825 -1.777 1.520
H 3.993 1.312 1.421
H 2.669 0.349 2.100
H 2.339 1.585 0.872

The calculation puts the HOMO energy at -12.86 eV. The net charge is +2. As for the HOMO-LUMO gap: 5.9546 eV. As for the energy above the lowest of the compared OMol25 structures with the same formula, charge and spin: 0.7870 eV.